# 1
Below is a molecular structure, C10H10BrClTb, with properties calculated with wB97M-V/def2-TZVPD.

The geometry in XYZ format:
```
23
Properties=species:S:1:pos:R:3:forces:R:3
C -2.0248 -0.6920 0.7296 0.00 0.30 0.70
C -1.9136 -1.2266 2.0540 0.59 0.59 -0.47
C -1.3800 -0.1986 2.9014 -0.57 0.32 -0.78
H -2.1709 -2.2554 2.3378 0.33 0.56 -0.13
C -1.2524 0.9943 2.1415 -0.14 -1.10 -0.87
C -1.6260 0.6919 0.7782 -0.11 -0.12 0.76
H -1.6589 1.3761 -0.0674 -0.09 -0.03 0.27
H -2.3585 -1.2241 -0.1706 0.06 0.23 0.50
H -1.1681 -0.2167 3.9731 -0.09 -0.36 -0.43
H -0.9110 1.9383 2.5522 0.04 -0.11 -0.29
Tb 0.6487 -0.4492 0.2571 -1.75 1.13 1.24
Br 0.7674 -3.0608 0.3612 0.19 -1.36 0.04
C 2.3132 0.7869 -1.4741 -0.34 -0.29 -0.72
C 1.1646 1.5629 -1.8009 0.14 -0.75 -0.08
C 0.1480 0.6801 -2.2734 0.88 -0.42 -0.28
H 1.1191 2.6536 -1.8296 -0.09 -0.43 0.36
C 0.6768 -0.6500 -2.2712 0.49 0.56 -0.60
C 2.0257 -0.5863 -1.7726 0.04 0.61 -0.95
H 2.7170 -1.4292 -1.6720 -0.39 0.38 0.02
H 3.2702 1.1845 -1.1282 -0.50 -0.25 0.03
H -0.7807 0.9926 -2.7531 0.14 -0.18 0.49
H 0.1821 -1.5417 -2.6642 0.17 0.35 0.34
Cl 2.2121 0.6694 1.7915 1.00 0.37 0.83
```
Positions in Å, forces in eV/Å.

Properties
2S+1 = 7
relative energy (zero: lowest compared OMol25 entry of this formula, charge and spin) = 0.000 eV
charge = -1
⟨S²⟩ = 12.06



# 2
Below is a molecular structure, C10H10BrCoF, with properties calculated with wB97M-V/def2-TZVPD.

The geometry in XYZ format:
```
23
Properties=species:S:1:pos:R:3:forces:R:3
C -0.9986 0.8364 -1.1701 -1.88 0.56 -1.41
C -0.6248 2.2178 -1.0904 -1.87 0.75 -1.51
C 0.4919 2.4551 -1.9694 -0.79 0.70 -1.03
H -1.1488 2.9626 -0.4825 0.57 -0.44 -0.12
C 0.8123 1.1915 -2.5948 -0.71 0.18 -1.82
C -0.1220 0.2007 -2.0993 -0.95 -0.01 -1.65
H -0.2046 -0.8388 -2.4336 0.26 0.47 0.45
H -1.9140 0.3715 -0.7490 1.24 0.38 0.08
H 1.0527 3.3885 -2.1132 -0.42 -0.50 0.19
H 1.6336 1.0137 -3.2932 -0.34 0.08 0.30
Co 0.9523 1.0584 -0.6919 4.10 -2.06 5.79
Br 0.9551 1.6006 1.6072 -0.07 1.74 1.44
C 0.7316 -1.8100 2.3242 -1.59 0.70 0.48
C 0.3615 -2.4552 1.1291 -0.47 0.37 -0.06
C -0.9564 -2.0471 0.7779 0.40 0.20 0.47
H 1.0241 -3.0206 0.4833 0.01 -0.04 0.06
C -1.4136 -1.1333 1.7660 1.08 -0.64 0.67
C -0.3976 -1.0046 2.7659 0.29 -1.16 -1.13
H -0.4414 -0.3515 3.6404 0.15 -0.13 -0.40
H 1.7341 -1.7236 2.7188 0.02 -0.20 0.11
H -1.4868 -2.3223 -0.1293 0.01 0.00 0.00
H -2.3067 -0.5395 1.7078 -0.45 0.08 0.10
F 2.2660 -0.0504 -0.1037 1.41 -1.04 -1.01
```
Positions in Å, forces in eV/Å.

Properties
2S+1 = 4
charge = -2
⟨S²⟩ = 3.77



# 3
Below is a molecular structure, C10H10BrFTm, with properties calculated with wB97M-V/def2-TZVPD.

The geometry in XYZ format:
```
23
Properties=species:S:1:pos:R:3:forces:R:3
C -1.2623 -0.8293 -1.5097 -0.02 -0.26 0.43
C -1.6035 -1.9363 -0.6940 -0.55 -0.41 -0.43
C -2.7135 -1.5596 0.1244 0.29 -0.01 0.19
H -1.2084 -2.9521 -0.8233 -0.16 0.59 0.26
C -2.9102 -0.1486 -0.0606 -0.28 -0.26 -0.54
C -2.0243 0.2744 -1.0952 -0.54 -0.24 0.22
H -2.0561 1.2304 -1.6141 0.27 -0.12 0.50
H -0.5992 -0.8562 -2.3774 0.04 0.15 0.72
H -3.2677 -2.2060 0.8146 0.04 0.09 -0.32
H -3.7138 0.4314 0.3739 0.01 0.07 -0.05
Tm -1.1860 -0.5868 1.7478 0.90 1.07 -1.98
Br 0.7762 -2.2370 1.9363 0.26 -0.35 0.51
C 2.6966 1.5174 -0.0110 -0.59 -0.20 -0.51
C 1.8108 2.2618 -0.8528 0.06 -0.42 0.11
C 1.4711 1.4491 -1.9687 0.99 -0.15 0.42
H 1.4669 3.2897 -0.6813 0.08 -0.49 0.01
C 2.1897 0.2225 -1.8513 -0.02 0.32 0.40
C 2.9179 0.2510 -0.6229 -0.32 0.43 -0.50
H 3.5645 -0.5439 -0.2492 -0.19 0.19 -0.05
H 3.0600 1.8289 0.9686 0.02 -0.02 -0.28
H 0.8693 1.7473 -2.8180 -0.07 0.03 -0.01
H 2.2212 -0.5752 -2.6040 -0.09 0.24 0.38
F -1.0575 1.3614 2.1083 -0.14 -0.25 0.49
```
Positions in Å, forces in eV/Å.

Properties
2S+1 = 3
charge = -1
⟨S²⟩ = 2.00



# 4
Below is 2 unconnected molecules or ions with the total composition C10H10BrN3O, with properties calculated with wB97M-V/def2-TZVPD.

The geometry in XYZ format:
```
25
Properties=species:S:1:pos:R:3:forces:R:3
C -0.4114 0.8740 3.6951 -0.72 1.94 0.92
C -1.1192 1.8024 2.8612 1.25 -1.65 -1.71
C 0.4754 -0.0806 3.1921 0.40 0.52 -2.42
C -0.9056 1.6812 1.4764 -0.81 1.32 0.38
C 0.7610 -0.0876 1.7601 -1.25 0.37 3.98
C 0.0688 0.7826 0.9503 -1.60 0.62 0.34
C 0.7195 0.3328 -2.8222 -1.01 -2.66 -4.59
C 0.1917 0.6963 -0.4159 1.99 0.32 -2.45
C 0.9373 0.8818 -1.5247 -2.62 -1.14 2.26
C -0.8453 -1.3761 -2.2384 -1.76 -4.06 -2.40
N -0.0998 -0.6198 -3.2107 0.53 2.48 1.56
N -1.4676 -0.6411 -1.1489 -0.84 3.62 -0.84
N -0.0457 -2.4128 -1.6502 1.24 -1.42 0.22
O -2.4454 0.0507 -1.4276 2.11 -2.18 0.82
Br 3.0581 -1.6426 -2.1248 0.06 0.40 0.26
H -0.5947 1.1812 4.7808 0.63 -1.50 -1.29
H -1.7949 2.5390 3.2774 0.10 -0.12 -0.04
H 1.0367 -0.7985 3.7731 -0.18 0.23 0.38
H -1.4407 2.3424 0.7339 0.60 -0.84 1.02
H 1.4958 -0.7258 1.3824 0.96 -1.02 -0.67
H 1.2551 0.6369 -3.7887 -0.13 0.35 2.21
H 1.6828 1.6137 -1.4033 1.11 0.85 0.33
H -1.7274 -1.9727 -2.8193 1.73 1.78 1.15
H 0.5662 -3.0106 -2.3201 -1.63 1.81 1.13
H 0.6494 -2.0467 -0.9880 -0.16 0.01 -0.55
```
Positions in Å, forces in eV/Å.

Properties
2S+1 = 1
relative energy (zero: lowest compared OMol25 entry of this formula, charge and spin) = 2.418 eV



Number 1: E -115535.021 eV. Number 2: E -120916.411 eV. Number 3: E -112823.744 eV. Number 4: E -87084.503 eV.